Computed, not measured: 2 unconnected molecules or ions with the total composition C3H9NO in a non-equilibrium geometry, with ωB97M-V with the def2-TZVPD basis set.

Output
Energy above the lowest of the compared OMol25 structures with the same formula, charge and spin ... 34.52 kcal per mole
HOMO ... -0.315 Eh
Molecular weight ... 75.111 g mol⁻¹
Kohn-Sham gap ... 9.62 eV
Structure (SMILES) ... C=CNC.O
E_LUMO ... 1.049 eV

ORCA input file:
```
! RIJCOSX wB97M-V def2-TZVPD def2/J DEFGRID3
* xyz 0 1
C 1.85 0.79 1.06
C 1.17 0.05 0.16
N -0.08 -0.53 0.32
C -0.42 -1.65 -0.55
H 1.42 1.14 1.99
H 2.90 0.95 0.88
H 1.81 -0.40 -0.60
H -0.28 -0.71 1.28
H -1.30 -2.14 -0.16
H 0.38 -2.40 -0.59
H -0.57 -1.29 -1.57
O -2.01 1.26 -0.72
H -1.23 0.96 -0.23
H -1.73 2.09 -1.12
*
```



Computed, not measured: a molecular structure, C20H36AsInN5O6Si2, with ωB97M-V with the def2-TZVPD basis set.

Output
Energy above the lowest of the compared OMol25 structures with the same formula, charge and spin ... 0.00 kcal per mole
HOMO ... -0.196 Eh
Molecular weight ... 688.449 g mol⁻¹
Kohn-Sham gap ... 7.66 eV
E_LUMO ... 2.328 eV

ORCA input file:
```
! RIJCOSX wB97M-V def2-TZVPD def2/J DEFGRID3
* xyz -1 1
In -0.05 -0.33 -0.58
N 1.82 -1.68 -1.42
C 2.05 -1.76 -2.86
C 2.17 -0.37 -3.45
C 0.84 0.34 -3.58
O 0.64 1.03 -4.58
O -0.03 0.17 -2.64
H 2.59 -1.20 -0.96
H 1.75 -2.59 -0.99
H 1.19 -2.27 -3.31
H 2.94 -2.35 -3.10
H 2.63 -0.39 -4.43
H 2.80 0.24 -2.79
N 1.59 -0.48 1.07
C 2.40 -0.51 1.89
C 3.38 -0.61 2.88
C 3.19 -0.05 4.17
N 3.03 0.40 5.23
C 4.58 -1.33 2.57
N 5.53 -1.92 2.30
C -2.47 2.88 0.57
C -1.70 1.68 0.08
O -2.13 0.96 -0.85
O -0.58 1.43 0.63
H -3.28 3.12 -0.12
H -1.80 3.72 0.70
H -2.89 2.64 1.55
C 1.72 -3.99 1.06
Si 0.00 -3.55 1.64
C 0.13 -2.71 3.31
C -0.81 -5.22 1.91
As -1.34 -2.51 0.02
Si -3.00 -1.68 1.46
C -3.71 -3.13 2.42
C -4.38 -1.06 0.36
C -2.55 -0.37 2.70
H 2.17 -4.65 1.81
H 2.39 -3.13 0.94
H 1.69 -4.54 0.11
H 0.98 -3.13 3.87
H -0.78 -2.87 3.89
H 0.30 -1.63 3.22
H -0.23 -5.81 2.63
H -0.87 -5.78 0.97
H -1.83 -5.13 2.30
H -3.94 -3.97 1.77
H -4.64 -2.81 2.91
H -3.03 -3.48 3.20
H -4.65 -1.84 -0.37
H -4.07 -0.18 -0.20
H -5.27 -0.82 0.96
H -2.04 -0.81 3.56
H -3.46 0.12 3.05
H -1.89 0.39 2.28
O 1.76 3.75 -0.11
C 1.64 2.89 -1.11
O 1.79 1.70 -0.95
C 1.32 3.54 -2.45
N 1.77 4.95 -2.43
C 0.77 5.76 -3.13
C -0.53 5.13 -2.66
C -0.21 3.63 -2.69
H 1.78 2.94 -3.23
H 2.70 5.05 -2.82
H 1.74 4.63 -0.55
H 0.86 5.68 -4.22
H 0.87 6.81 -2.85
H -1.37 5.39 -3.31
H -0.76 5.46 -1.65
H -0.43 3.18 -3.66
H -0.78 3.06 -1.97
*
```



Computed, not measured: a molecular structure, C19H24FeNO3 in a non-equilibrium geometry, with ωB97M-V with the def2-TZVPD basis set.

Output
Energy above the lowest of the compared OMol25 structures with the same formula, charge and spin ... 47.52 kcal per mole
HOMO (spin up / spin down) ... -0.307 / -0.418 Eh
Molecular weight ... 370.250 g mol⁻¹
<S²> ... 6.076
Kohn-Sham gap (spin up / spin down) ... 4.49 / 6.57 eV
E_LUMO (spin up / spin down) ... -3.878 / -4.790 eV

ORCA input file:
```
! RIJCOSX wB97M-V def2-TZVPD def2/J DEFGRID3
* xyz 1 5
O -0.84 3.24 1.48
C -0.57 2.11 1.62
Fe -0.48 0.45 2.15
C -1.25 0.51 3.64
O -2.06 0.87 4.43
C -1.92 0.10 1.15
O -2.96 0.09 0.60
C 2.08 -0.32 -0.86
C 2.50 0.66 0.36
C 1.71 0.61 1.64
C 1.27 -0.68 2.07
C 0.62 -1.38 1.03
C 1.00 -1.24 -0.29
H 1.64 0.46 -1.55
H 3.56 0.63 0.61
H 2.21 1.63 -0.06
H 2.02 1.42 2.36
H 1.46 -1.07 3.13
H -0.02 -2.22 1.34
H 0.42 -1.74 -1.09
C 6.41 2.39 -2.56
C 5.04 2.20 -3.25
C 4.32 1.02 -2.69
N 5.14 -0.21 -2.53
C 4.51 -1.25 -2.00
C 3.00 -1.33 -1.72
C 2.81 -2.92 -1.63
C 4.16 -3.65 -1.68
C 5.24 -2.55 -1.83
C 6.57 -0.12 -2.24
C 7.26 1.15 -2.71
H 6.93 3.25 -3.01
H 6.25 2.63 -1.50
H 4.42 3.08 -3.09
H 5.19 2.08 -4.33
H 3.88 1.27 -1.71
H 3.48 0.78 -3.35
H 2.47 -0.96 -2.61
H 2.28 -3.16 -0.69
H 2.21 -3.25 -2.50
H 4.33 -4.17 -0.74
H 4.23 -4.40 -2.48
H 6.01 -2.82 -2.57
H 5.77 -2.47 -0.86
H 6.72 -0.25 -1.15
H 7.07 -0.99 -2.71
H 7.54 1.01 -3.76
H 8.19 1.25 -2.14
*
```